Entry 1:
13
Properties=species:S:1:pos:R:3 method="wB97M-V/def2-TZVPD" e_homo_ev="-8.8 / -8.4" lumo_energy_ev="0.081 / -1.118"
P -3.22 -0.35 -1.11
F -3.01 -0.10 0.51
N 0.51 -2.42 0.60
C 0.38 -0.19 1.18
C 1.04 -0.73 -1.02
C 0.80 -2.06 -0.60
C 0.24 -1.55 1.50
C 0.74 0.22 -0.02
H -2.30 0.68 -1.55
H 0.00 -1.83 2.54
H 1.01 1.24 -0.35
H 1.49 -0.33 -1.97
H 0.19 0.39 2.11


Entry 2:
13
Properties=species:S:1:pos:R:3 method="wB97M-V/def2-TZVPD" e_homo_ev=-9.4 lumo_energy_ev=0.489
S -1.00 1.45 -0.87
F -2.11 -1.03 -0.38
O 2.35 -0.35 -0.80
C 0.78 0.63 0.76
C -0.73 0.53 0.75
C -0.89 -0.79 -0.06
C -0.08 -0.08 -1.17
C 1.22 0.02 -0.53
H -0.38 -1.75 0.37
H -1.41 0.44 1.61
H 1.39 0.27 1.59
H 1.16 1.68 0.82
H -0.29 -1.02 -2.08


M
In order: 129.1; 132.2
Unit: g mol⁻¹
ΔE to the lowest compared entry with this formula, charge and spin
In order: 49.2; 65.6
Unit: kcal/mol